# C16H28N5O3

A 2-piece molecular cluster, C16H28N5O3 overall at a distorted geometry (the ωB97M-V functional and the def2-TZVPD basis, OMol25).

Geometry as XYZ:
```
52
Properties=species:S:1:pos:R:3:forces:R:3
O 0.92559 3.22774 3.71350 0.3 0.0 -0.2
O 1.07541 2.19779 1.87470 -0.7 -1.6 -0.7
O -1.09576 -4.09475 1.62523 -0.1 0.2 0.0
N -0.98360 1.46439 -0.18129 0.6 0.3 -0.2
N 1.13657 1.89710 -4.04368 -0.8 0.0 -0.2
N -2.96407 -5.30795 1.18767 -0.1 0.0 -0.1
N 1.35907 1.08276 -0.32561 -1.7 1.4 1.4
N 1.61703 3.15423 2.78973 -0.1 0.3 0.5
C -1.94302 -4.51080 0.84876 0.1 0.0 0.0
C 3.41373 0.63084 2.07560 0.0 0.2 -0.3
C 1.73096 3.53740 0.03738 -0.9 -1.9 -1.4
C 0.70049 1.19935 -2.83808 0.0 -0.4 0.0
C 1.46491 1.78566 -1.65098 1.7 -0.1 -1.9
C 3.31150 1.76262 1.04065 -0.7 -0.6 0.3
C -3.09671 -5.72237 2.57702 0.2 0.1 0.0
C 1.85293 2.12754 0.67239 2.1 2.0 1.3
C 1.52228 3.29585 -1.50579 0.0 0.8 2.1
C 0.01537 0.68669 0.15477 -0.8 0.1 -1.1
C 0.24441 3.00821 -4.43716 0.1 0.4 0.5
C -0.12242 -0.42759 0.90428 2.2 -1.6 0.6
C -2.38628 0.00341 1.10831 -0.1 -0.7 0.5
C -1.32522 -0.81999 1.41485 -0.8 0.2 0.2
C -2.15166 1.09169 0.31152 -1.3 1.1 -0.4
C -3.93917 -5.77190 0.21678 0.0 0.0 0.2
H -3.92932 -6.86197 0.17697 -0.1 0.0 -0.1
H -1.92868 -4.25562 -0.22439 0.0 0.0 0.0
H -0.11783 2.91133 -5.45708 0.2 0.0 -0.1
H 1.02214 0.16151 -2.96224 -0.2 -0.1 0.2
H -2.20289 -6.26371 2.88631 0.0 0.0 0.1
H -0.64245 3.07827 -3.80000 0.0 -0.2 0.0
H 0.76406 3.95973 -4.32445 0.0 0.1 -0.2
H 2.82233 0.81372 2.96813 0.0 0.1 0.0
H 2.38115 3.74138 -1.99321 -0.1 -0.3 -0.7
H -3.70616 -5.38048 -0.77111 0.0 0.0 0.0
H 0.75838 -1.02231 1.13167 0.0 0.0 0.0
H 3.09707 -0.32828 1.66046 0.1 -0.1 0.1
H 0.77056 3.92055 0.36112 0.3 0.5 0.5
H -4.93602 -5.43511 0.50575 0.0 0.0 -0.1
H 3.82983 1.42946 0.13747 0.2 0.4 -0.1
H 0.61682 3.82617 -1.77619 -0.1 -0.2 -0.3
H -3.20343 -4.84481 3.21497 0.0 -0.1 0.1
H 4.45499 0.55445 2.37762 0.0 -0.2 0.0
H -3.96750 -6.36226 2.68932 0.0 0.0 -0.1
H -3.37556 -0.20166 1.48353 -0.1 0.1 -0.1
H 2.59979 4.10062 0.34878 -0.1 0.4 -0.2
H 3.77093 2.65439 1.45446 0.2 0.1 -0.2
H -3.00494 1.71182 0.05484 0.2 0.1 -0.1
H 1.09513 1.23018 -4.80186 0.3 -0.1 0.1
H -0.38406 1.21348 -2.70257 0.0 0.1 0.1
H 2.50150 1.57691 -1.93800 0.0 -0.3 0.2
H 1.98073 0.27721 -0.29662 -0.1 -0.1 0.0
H -1.42892 -1.70291 2.02575 0.1 -0.1 0.0
```
Positions in Å, forces in eV/Å.

Properties
Lowest unoccupied orbital energy (eV): -2.98
Charge: +1

These are the natural (NBO) partial charges, in e, on atoms 1 to 4: atom 1 (O): -0.191, atom 2 (O): -0.459, atom 3 (O): -0.661, atom 4 (N): -0.439

***

# C16H28S2Si4

The molecule C16H28S2Si4 at a distorted geometry (the ωB97M-V functional and the def2-TZVPD basis, OMol25).

Geometry as XYZ:
```
50
Properties=species:S:1:pos:R:3:forces:R:3
S -1.12088 0.08643 0.08545 -4.1 -0.8 -2.5
S 1.29575 -0.09938 -0.20283 4.2 0.0 2.7
Si 0.77333 -2.90661 1.05126 1.3 -0.2 1.9
Si -0.60592 2.93945 -1.15659 -0.7 0.2 -1.0
Si 1.18526 2.96431 0.32227 2.2 0.9 1.4
Si -1.15341 -3.08741 -0.23879 0.0 1.5 -2.8
C 2.26545 0.90342 2.04146 -1.8 -0.5 -1.8
C -2.73747 -3.35715 0.61706 0.1 -0.2 1.5
C 2.18313 -4.05010 0.52380 -1.7 0.6 -1.3
C -1.84356 0.48685 -2.34886 0.2 1.4 -0.4
C -1.88926 -0.89370 -2.19701 0.6 -1.3 -1.5
C -1.28604 1.18237 -1.30711 -0.8 -0.2 2.1
C 0.55341 3.71446 1.91869 0.2 -1.8 0.2
C -1.31672 -4.09118 -1.84154 2.1 -0.9 0.4
C 1.70959 1.28650 0.81162 1.0 -1.7 -0.5
C -0.13643 3.27373 -2.88146 0.4 1.3 -1.2
C 0.19414 -3.47591 2.77267 -0.3 -0.5 -0.8
C 1.47827 -1.14690 1.25302 -1.3 -1.6 -4.1
C -1.91496 4.25209 -0.90663 0.5 1.8 0.2
C -1.45229 -1.37362 -1.02924 0.5 1.0 3.8
C 2.93237 3.74883 0.07301 -0.1 0.4 -2.7
C 1.99724 -0.48180 2.27042 1.0 0.7 2.0
H 2.01571 -5.06220 0.79523 -0.5 -1.1 0.1
H -1.84268 4.86086 -0.00681 -0.1 -0.2 0.3
H 3.54451 3.04666 -0.56442 -0.6 0.6 0.6
H -2.35594 -4.22930 -1.74136 -1.4 -0.6 -0.5
H -1.08300 -3.62748 -2.80509 0.1 0.1 0.4
H -2.27428 0.92291 -3.23923 0.5 0.4 -0.2
H 0.96109 -3.85523 3.40441 1.1 -0.3 0.3
H -0.15261 4.39373 1.60352 -2.0 1.8 -0.4
H 0.03570 2.91832 2.48959 0.3 0.5 -0.1
H 2.14383 -3.96426 -0.56711 0.4 -0.3 -0.1
H -0.99939 3.49040 -3.51187 -0.4 -0.4 0.2
H -2.81188 -4.38329 0.97538 -0.4 -0.2 -0.2
H 2.88485 4.69803 -0.52385 0.1 -0.6 0.5
H -2.62345 -2.76104 1.52715 -0.5 0.2 0.1
H 2.13627 -1.02569 3.20124 0.2 0.4 0.1
H -0.26574 -2.71854 3.35100 -0.7 1.1 0.4
H 0.35248 2.41662 -3.28016 0.8 -0.5 -0.7
H 2.73898 1.61339 2.68420 -0.1 0.2 0.6
H -1.98195 -1.53853 -3.08301 -0.5 0.2 0.5
H -0.53458 -4.28628 2.71978 -0.1 -0.1 -0.2
H -2.18980 4.99472 -1.69486 1.0 -0.7 0.1
H 0.42841 4.21052 -3.04366 0.3 -0.6 0.3
H -0.78759 -5.07341 -1.80479 -0.6 0.5 -0.1
H -2.77854 3.67751 -0.86914 -2.0 -1.1 0.6
H 3.15086 -3.82334 0.85367 1.3 0.8 0.6
H -3.58275 -3.00737 0.01599 0.2 -0.2 0.2
H 3.51917 3.97169 0.95618 -0.3 -0.2 0.5
H 1.24132 4.26592 2.52733 0.7 0.0 0.4
```
Positions in Å, forces in eV/Å.

Properties
ΔE to the lowest compared entry with this formula, charge and spin (kcal/mol): 10.9
Lowest unoccupied orbital energy (eV): 0.56

These are the natural (NBO) partial charges, in e, on atoms 1 to 4: atom 1 (S): 0.351, atom 2 (S): 0.421, atom 3 (Si): 1.180, atom 4 (Si): 1.221

***

# C16H29Br2N4Tc

C16H29Br2N4Tc as an isolated structure (the ωB97M-V functional and the def2-TZVPD basis, OMol25).

Geometry as XYZ:
```
52
Properties=species:S:1:pos:R:3:forces:R:3
Tc 0.29462 0.00231 0.37377 0.3 0.1 -0.6
Br 2.68281 0.84874 1.23537 -0.1 -0.4 0.5
Br 2.91043 3.87319 0.14622 0.0 0.0 0.1
N -0.86894 1.66050 -0.48595 0.2 -0.1 0.1
N -1.44703 -0.93698 -0.09482 -0.2 -0.1 0.0
N -0.81828 0.82277 2.12309 0.1 0.2 0.3
N 0.33428 -1.70462 1.71235 0.0 0.1 0.0
C -0.45115 -2.80456 1.05305 0.0 0.1 0.0
C -1.38006 2.59187 0.60707 0.0 0.0 0.0
C 2.22414 -0.31697 -2.01533 0.0 -0.2 -0.3
C -1.63350 -2.20453 0.33847 0.1 0.2 0.0
C -2.80633 -2.86429 0.05902 -0.2 -0.1 0.0
C -0.73433 2.29435 1.94893 0.1 -0.1 0.0
C -0.18344 0.18211 3.30442 0.0 0.0 -0.2
C -1.97692 1.07786 -1.31609 0.0 0.0 0.0
C 2.55650 -1.20702 -3.23175 0.1 0.1 0.0
C 3.86773 2.28722 0.53887 -0.1 0.6 -0.4
C -2.37810 -0.28587 -0.82020 0.2 0.1 0.1
C -3.56830 -0.90551 -1.12787 -0.2 -0.1 0.0
C -0.26028 -1.31550 3.06219 0.0 0.0 0.0
C 0.80923 -0.69633 -1.58460 -0.2 0.3 0.7
C 2.32706 1.15799 -2.38892 -0.1 0.0 0.1
C -3.78336 -2.20659 -0.68501 0.0 0.0 0.0
H -1.63331 0.98577 -2.34668 0.1 0.0 0.0
H 0.84648 0.52832 3.38803 0.0 0.1 0.0
H -1.20708 3.62742 0.32148 0.0 0.0 -0.1
H 3.34171 1.41209 -2.69683 0.0 0.0 0.0
H -2.83156 1.75230 -1.33286 0.0 0.1 0.0
H 1.66974 1.38632 -3.23352 0.0 0.0 0.0
H 1.83599 -1.05015 -4.03755 0.0 0.0 0.0
H -0.75758 -3.55437 1.78079 0.0 0.0 0.1
H -4.71201 -2.71135 -0.92184 0.0 0.0 0.0
H 1.28613 -2.03736 1.86851 0.0 -0.1 0.0
H 0.07190 -0.33774 -2.30541 0.1 -0.2 -0.1
H 4.55137 2.45387 1.36339 0.0 -0.1 0.1
H -1.80403 0.56277 2.11874 0.0 0.0 0.0
H -0.27845 2.20676 -1.11204 0.0 0.0 0.0
H 0.31450 2.59834 1.96632 0.0 -0.1 0.0
H -4.31881 -0.38507 -1.71091 0.0 0.0 0.0
H -2.95757 -3.87843 0.40788 0.0 0.0 0.0
H -1.30754 -1.62229 3.05276 0.0 -0.1 -0.1
H 4.34591 1.88895 -0.34668 0.0 -0.1 0.0
H -0.69109 0.43165 4.23703 0.0 0.0 0.0
H 0.23413 -1.86635 3.86034 0.1 -0.1 0.0
H 0.19245 -3.30317 0.32636 0.1 0.0 0.0
H 2.57332 -2.26488 -2.96863 0.0 0.0 0.0
H 0.67596 -1.77928 -1.46114 0.0 0.0 -0.1
H -2.45877 2.45136 0.68744 0.0 0.0 -0.1
H 2.94890 -0.56951 -1.23703 0.0 0.0 0.0
H -1.25012 2.83804 2.74105 0.0 0.0 0.0
H 3.54579 -0.93872 -3.60467 0.0 0.0 0.0
H 2.05690 1.82461 -1.55658 0.0 -0.1 -0.2
```
Positions in Å, forces in eV/Å.

Properties
<S²>: 3.77
Lowest unoccupied orbital energy (spin up / spin down) (eV): -10.46 / -11.94
Charge: +3
2S+1: 4

These are the Mulliken partial charges, in e, on atoms 1 to 4: atom 1 (Tc): -0.034, atom 2 (Br): 0.148, atom 3 (Br): 0.013, atom 4 (N): 0.005

***

# C16H29Br6Cl6F3O2

A 7-piece molecular cluster, C16H29Br6Cl6F3O2 overall at a distorted geometry (the ωB97M-V functional and the def2-TZVPD basis, OMol25).

Geometry as XYZ:
```
62
Properties=species:S:1:pos:R:3:forces:R:3
Br 1.30486 4.12639 -2.37494 0.5 -0.3 0.7
Br 0.15061 -2.70479 1.38913 0.2 -0.7 -0.4
Br -2.16969 1.85741 0.90198 1.3 -0.9 -0.8
Br 2.25234 0.08702 0.13045 -1.1 0.5 0.4
Br -0.10646 -4.49205 -3.04552 0.0 0.2 0.6
Br 0.05233 6.53583 -0.23228 0.0 -0.9 0.4
Cl 3.90225 3.33035 3.59084 0.2 -0.3 -0.1
Cl 0.94764 1.07398 6.36176 0.1 0.4 -0.2
Cl 5.50162 2.54435 0.72161 -0.2 1.0 -1.2
Cl 0.65934 -0.02066 -3.27042 0.4 0.0 0.3
Cl -0.77324 -0.73736 -6.17900 -0.1 0.0 0.2
Cl -0.98963 -0.36735 3.92366 -0.1 0.0 -0.1
F -5.11424 -1.71823 -3.96496 -1.6 -1.4 0.2
F -3.47406 -0.66847 -4.74105 0.9 -0.5 0.6
F -4.91052 0.42232 -3.69742 -0.8 0.3 0.8
O -2.41274 -1.32545 -2.20658 -3.4 0.9 -0.5
O -4.46366 -0.84612 -1.33155 -0.9 0.2 -2.4
C -0.05181 -4.35432 -1.09564 -0.2 0.8 1.2
C 5.39464 1.51069 2.14488 0.5 0.8 -0.6
C -4.31532 -2.67158 0.28749 0.6 0.8 -0.7
C 2.07476 4.52661 -0.57523 -0.9 0.3 -0.6
C -0.66330 -1.01035 5.52911 0.2 0.6 1.4
C 0.71096 -0.63193 6.06370 0.0 -1.4 -0.6
C 0.55464 0.71069 1.03684 -0.8 0.4 -1.0
C 4.06082 1.69491 2.83845 0.3 -0.1 0.5
C 0.92894 -0.40275 -5.87316 1.2 -0.4 -0.7
C 1.50116 -0.92644 -4.57912 -1.0 0.1 0.5
C 0.93678 4.86043 0.37782 0.9 0.9 0.1
C -0.52767 1.07409 -0.04525 1.4 0.1 1.3
C -4.13465 -1.15864 -0.02170 0.0 -0.2 2.5
C -4.29380 -0.75889 -3.68258 1.3 1.6 -1.2
C -0.12518 -2.88867 -0.56912 -0.6 -0.1 0.0
C -3.61039 -1.00297 -2.32593 3.7 -1.0 1.0
H -0.12755 1.90880 -0.62082 -0.4 -0.1 -0.2
H 2.69980 5.39399 -0.78755 0.0 -0.2 0.3
H 2.66915 3.69040 -0.20703 -0.1 -0.1 -0.3
H 0.79848 -4.92543 -0.72288 0.2 0.4 -0.3
H -4.06941 -2.95942 1.30964 0.1 0.3 0.0
H -0.92035 -4.84835 -0.66016 -0.1 -0.1 -0.5
H -1.14953 -2.51611 -0.57526 0.1 -0.2 -0.7
H 0.76876 1.63191 1.57868 0.3 -0.3 0.2
H 1.14461 0.66333 -5.94421 -0.4 0.0 0.1
H 5.64352 0.55733 1.67876 -0.6 -0.4 0.9
H 1.48360 -0.87625 -6.68325 0.0 0.0 -0.1
H -4.81247 -0.54702 0.57378 -0.3 -0.2 0.0
H -0.73529 -2.09784 5.54604 -0.2 0.1 -0.2
H 4.02778 0.97453 3.65581 -0.3 0.0 0.0
H 1.41038 -1.04351 5.33602 0.5 0.5 0.1
H 1.36690 5.17130 1.32990 0.1 -0.1 0.0
H -1.36890 -0.55792 6.22593 -0.4 -0.3 -0.3
H -3.17999 -0.69666 0.22988 0.4 -0.7 -0.1
H 0.49383 -2.12452 -1.03924 0.3 -0.4 0.0
H 1.28809 -1.96833 -4.34001 0.0 0.0 -0.4
H -5.33120 -3.01196 0.08693 0.0 0.2 -0.1
H 0.26814 4.02794 0.59686 -0.4 0.3 -0.5
H 0.89040 -1.15761 7.00155 -0.2 0.0 0.0
H -0.68425 0.19363 -0.66844 -0.9 0.3 0.0
H -3.63661 -3.17902 -0.39805 0.0 -0.4 0.1
H 0.23760 -0.11567 1.67302 0.3 0.4 -0.1
H 6.25718 1.88444 2.69664 -0.3 -0.5 0.7
H 2.57750 -0.75824 -4.54287 -0.1 0.2 0.1
H 3.19250 1.61820 2.18405 0.4 -0.3 0.0
```
Positions in Å, forces in eV/Å.

Properties
ΔE to the lowest compared entry with this formula, charge and spin (kcal/mol): 18.3
Lowest unoccupied orbital energy (eV): 0.15
SMILES string: CCOC(=O)C(F)(F)F.BrCCBr.BrCCBr.BrCCBr.ClCCCl.ClCCCl.ClCCCl

These are the natural (NBO) partial charges, in e, on atoms 1 to 4: atom 1 (Br): -0.042, atom 2 (Br): -0.050, atom 3 (Br): -0.046, atom 4 (Br): -0.044

***

For the records above, the corresponding electronic energy values read -30629.531 -70225.597 -165279.284 -524699.666 eV.
For the records above, the corresponding molecular weight values read 338.432 396.878 535.244 1002.542 g/mol.